[1]
Here is a cluster of 2 separate species, C2H3N2O2 in total from the Open Molecules 2025 dataset. Energies are from wB97M-V/def2-TZVPD.

```
! wB97M-V def2-TZVPD RIJCOSX def2/J DEFGRID3
* xyz 1 1
C -1.51085 -0.08513 -0.20828
C -0.41448 -0.73583 -0.64557
N 1.02827 0.15781 1.19368
N 0.91982 0.55014 0.08356
O -2.42490 0.41617 0.19955
O 1.20769 1.32219 -0.70117
H -0.37446 -1.59876 -0.04049
H -0.14563 -0.74012 -1.62188
H 1.71454 0.71353 1.74060
*
```

Values from the calculation:
molecular weight = 87.06 g/mol
energy relative to the best compared isomer or geometry (same formula, charge and spin) = 129.5 kcal/mol
LUMO energy (spin up / spin down) = -6.82 / -6.81 eV

Atomic partial charges in e from the natural (NBO) method, atoms 1 to 5:
1. C 0.864
2. C -0.620
3. N -0.357
4. N 0.506
5. O -0.243

***

[2]
Here is a structure of composition C2H3N2O3S2 from the Open Molecules 2025 dataset. Energies are from wB97M-V/def2-TZVPD.

```
! wB97M-V def2-TZVPD RIJCOSX def2/J DEFGRID3
* xyz -1 1
C -0.40534 0.39194 -0.92612
C 0.00801 -0.64987 0.00023
N -1.52921 0.25733 -1.53673
N -2.25000 -0.78169 -1.27527
O -4.16683 1.20650 -0.60358
O -4.35323 -0.95874 0.53490
O -2.46145 0.65411 1.10204
S -1.45477 -1.65753 0.09241
S -3.48892 0.21019 0.21335
H 0.31573 1.20931 -0.93632
H 0.85706 -1.17263 -0.27098
H 0.12933 -0.22462 0.97307
*
```

Values from the calculation:
molecular weight = 167.19 g/mol
energy relative to the best compared isomer or geometry (same formula, charge and spin) = 14.1 kcal/mol
LUMO energy = 3.48 eV

Atomic partial charges in e from the natural (NBO) method, atoms 1 to 5:
1. C -0.020
2. C -0.622
3. N -0.226
4. N -0.507
5. O -0.949

***

[3]
Here is a cluster of 2 separate species, C2H3N2O4 in total from the Open Molecules 2025 dataset. Energies are from wB97M-V/def2-TZVPD.

```
! wB97M-V def2-TZVPD RIJCOSX def2/J DEFGRID3
* xyz -1 1
C 0.11607 0.73384 0.55906
C -0.94595 0.40699 -0.36457
N 0.31450 -1.80119 -0.41134
N -2.20722 0.08706 0.03132
O 0.76023 -2.30922 0.60324
O -3.01890 -0.29893 -0.79806
O 1.26505 1.09283 0.37430
O -2.51692 0.34149 1.20864
H -0.11277 0.34518 1.65471
H -0.75611 0.29437 -1.36415
H 1.15065 -1.40786 -0.94157
*
```

Values from the calculation:
molecular weight = 119.06 g/mol
energy relative to the best compared isomer or geometry (same formula, charge and spin) = 94.2 kcal/mol
LUMO energy (spin up / spin down) = 3.50 / 3.50 eV

Atomic partial charges in e from the natural (NBO) method, atoms 1 to 5:
1. C 0.354
2. C -0.346
3. N -0.023
4. N 0.491
5. O -0.324

***

[4]
Here is an isolated molecule of C2H3N2OP from the Open Molecules 2025 dataset. Energies are from wB97M-V/def2-TZVPD.

```
! wB97M-V def2-TZVPD RIJCOSX def2/J DEFGRID3
* xyz 0 1
C 0.08933 1.34561 1.17429
C -1.29150 -0.50376 -0.48767
N -3.30164 0.49415 0.37286
N -2.37631 -0.01733 -0.01028
O 0.68560 0.22465 1.11356
P -0.18864 -1.19525 0.83993
H 0.82120 2.05026 1.57727
H -0.69359 -0.23696 -1.37410
H 0.94749 -1.46470 0.09397
*
```

Values from the calculation:
molecular weight = 102.03 g/mol
energy relative to the best compared isomer or geometry (same formula, charge and spin) = 113.6 kcal/mol
LUMO energy = 0.23 eV

Atomic partial charges in e from the natural (NBO) method, atoms 1 to 5:
1. C 0.051
2. C -0.617
3. N 0.044
4. N 0.084
5. O -0.717

***

[5]
Here is a cluster of 2 separate species, C2H3N2OS in total from the Open Molecules 2025 dataset. Energies are from wB97M-V/def2-TZVPD.

```
! wB97M-V def2-TZVPD RIJCOSX def2/J DEFGRID3
* xyz -1 1
C -3.65003 -0.46259 -0.58443
C -0.30169 -0.83705 0.42652
N -2.03207 0.20954 1.74051
N -0.89691 0.17732 1.34612
O -3.14792 -1.37612 -1.11483
S -4.74861 0.67796 -0.41607
H -0.85746 -1.70908 -0.05109
H 0.49821 -1.16963 1.00175
H 0.19128 -0.27862 -0.29157
*
```

Values from the calculation:
molecular weight = 103.13 g/mol
energy relative to the best compared isomer or geometry (same formula, charge and spin) = 43.4 kcal/mol
LUMO energy (spin up / spin down) = 3.49 / 3.61 eV

Atomic partial charges in e from the natural (NBO) method, atoms 1 to 5:
1. C 0.324
2. C -0.529
3. N -0.274
4. N -0.257
5. O -0.581

***

[6]
Here is a cluster of 2 separate species, C2H3N2P in total from the Open Molecules 2025 dataset. Energies are from wB97M-V/def2-TZVPD.

```
! wB97M-V def2-TZVPD RIJCOSX def2/J DEFGRID3
* xyz 0 1
C -0.83414 1.46022 0.25760
C 1.62551 -0.56285 0.29976
N -1.07382 0.33275 -0.05221
N 1.66608 0.53274 0.13406
P -1.54931 -1.18306 0.09794
H -0.47687 2.39741 0.35941
H 1.77746 -1.58237 0.12741
H -1.13492 -1.39484 -1.22397
*
```

Values from the calculation:
molecular weight = 86.03 g/mol
energy relative to the best compared isomer or geometry (same formula, charge and spin) = 72.1 kcal/mol
LUMO energy = 0.47 eV

Atomic partial charges in e from the natural (NBO) method, atoms 1 to 5:
1. C 0.202
2. C 0.086
3. N -0.548
4. N -0.362
5. P 0.198

***

[7]
Here is a cluster of 2 separate species, C2H3N2S2 in total from the Open Molecules 2025 dataset. Energies are from wB97M-V/def2-TZVPD.

```
! wB97M-V def2-TZVPD RIJCOSX def2/J DEFGRID3
* xyz 1 1
C -0.24674 -0.98364 0.47896
C 0.16695 1.05168 -1.44821
N -0.70903 0.56010 -0.74464
N 0.47595 -0.35025 1.34104
S 1.40585 1.51955 -2.22345
S -0.89298 -2.28929 -0.03047
H -1.70788 0.69054 -0.79524
H 0.76242 0.61009 1.21488
H 0.74545 -0.80878 2.20713
*
```

Values from the calculation:
molecular weight = 119.19 g/mol
energy relative to the best compared isomer or geometry (same formula, charge and spin) = 26.9 kcal/mol
LUMO energy = -5.70 eV

Atomic partial charges in e from the natural (NBO) method, atoms 1 to 5:
1. C 0.210
2. C 0.191
3. N -0.720
4. N -0.763
5. S 0.333

***

[8]
Here is an isolated molecule of C2H3N3 from the Open Molecules 2025 dataset. Energies are from wB97M-V/def2-TZVPD.

```
! wB97M-V def2-TZVPD RIJCOSX def2/J DEFGRID3
* xyz 0 1
C 0.35532 -0.92929 0.49576
C 0.35337 -0.59381 -0.90811
N -0.01075 0.71786 -0.93953
N -0.28021 1.04557 0.28741
N -0.01380 0.12772 1.20209
H 0.66389 -1.82055 1.03754
H -0.47945 -0.52457 -1.67672
H -0.58838 1.97707 0.50156
*
```

Values from the calculation:
molecular weight = 69.07 g/mol
energy relative to the best compared isomer or geometry (same formula, charge and spin) = 72.5 kcal/mol
LUMO energy = 1.16 eV
SMILES = c1cn[nH]n1

Atomic partial charges in e from the natural (NBO) method, atoms 1 to 5:
1. C -0.080
2. C -0.244
3. N -0.223
4. N -0.164
5. N -0.231